Entry from OMol25: one molecule with the formula C30H34N2O6 (ωB97M-V with the def2-TZVPD basis set).

Each line ends with the Mulliken charge.
Element x y z (Å)
C: -4.58001 0.26301 3.18715  -0.819
C: -3.70002 1.17042 2.80879  0.088
C: -2.36369 1.37403 3.46348  -0.415
O: -1.36510 1.84595 2.58074  -0.499
C: -0.91164 1.03292 1.59363  0.442
C: -1.38946 -0.24237 1.31535  -0.246
C: -0.83070 -0.97928 0.28467  -0.876
C: 0.19455 -0.46613 -0.49166  1.436
C: 0.84164 -1.28321 -1.58911  -0.923
C: 2.34292 -1.19024 -1.50025  -0.791
C: 3.14129 -1.31781 -0.39319  0.275
O: 4.43578 -1.05088 -0.46329  -0.605
C: 2.61951 -1.64079 0.93855  0.248
C: 3.03825 -0.86846 2.02149  -0.887
C: 2.49907 -1.04075 3.28353  -1.347
C: 1.54355 -2.02824 3.44870  0.082
C: 1.15653 -2.84589 2.38337  1.493
C: 1.67798 -2.65680 1.12896  -0.101
C: 0.15462 -3.83532 2.89873  -1.307
C: -0.06050 -3.35245 4.35106  0.543
C: -1.45660 -2.78014 4.57236  -1.080
O: 0.91189 -2.32449 4.60228  -0.509
C: 2.85584 -0.61374 -2.71129  0.620
O: 4.03107 -0.34186 -2.94541  -0.807
C: 1.66341 -0.37588 -3.61941  0.357
O: 1.65832 0.05550 -4.75072  -0.662
N: 0.56853 -0.76901 -2.92010  0.444
C: -0.71995 -0.91871 -3.55008  -1.174
C: -1.81502 -0.01482 -2.98585  -0.547
C: -1.47911 1.47200 -3.12416  -0.191
N: -2.65241 2.26075 -2.78559  0.102
C: -2.83081 3.48717 -3.54349  -0.839
C: -1.93411 4.62613 -3.04344  -0.373
O: -2.16070 4.87522 -1.67101  -0.479
C: -1.91785 3.71385 -0.90681  -0.321
C: -2.80020 2.54546 -1.36724  -0.281
C: 0.65702 0.81778 -0.21949  -0.263
C: 0.12169 1.55438 0.81179  -1.339
H: -5.53989 0.17023 2.71033  0.290
H: -4.38020 -0.41790 3.99931  0.248
H: -3.90788 1.85032 1.99356  0.247
H: -2.03024 0.46111 3.97516  0.179
H: -2.44892 2.17201 4.21064  0.318
H: -2.20467 -0.66363 1.88174  0.504
H: -1.21049 -1.97137 0.08441  0.426
H: 0.47509 -2.31828 -1.53463  0.625
H: 4.64786 -0.74233 -1.38856  0.486
H: 3.78123 -0.10416 1.85644  0.496
H: 2.80577 -0.42800 4.11492  0.458
H: 1.39530 -3.30097 0.31210  0.547
H: -0.77580 -3.80936 2.33047  0.323
H: 0.54831 -4.85270 2.86249  0.265
H: 0.13005 -4.14738 5.08065  0.337
H: -1.52848 -2.35548 5.57041  0.416
H: -1.65020 -1.99737 3.84197  -0.014
H: -2.20248 -3.56323 4.46527  0.413
H: -1.03520 -1.96623 -3.46004  0.310
H: -0.56100 -0.68753 -4.60757  0.576
H: -1.99431 -0.25587 -1.93807  -0.046
H: -2.73574 -0.20964 -3.53715  0.457
H: -0.60678 1.70765 -2.49848  -0.083
H: -1.20807 1.67334 -4.16262  0.577
H: -3.87695 3.78941 -3.42553  0.338
H: -2.64076 3.29143 -4.59943  0.441
H: -0.87560 4.36903 -3.20669  0.247
H: -2.16027 5.55895 -3.56234  0.371
H: -0.85695 3.43256 -0.98961  0.253
H: -2.13180 3.97752 0.13017  0.342
H: -3.84997 2.80649 -1.19654  0.311
H: -2.55973 1.65188 -0.78983  -0.124
H: 1.45439 1.23580 -0.81682  0.495
H: 0.48582 2.54263 1.04210  0.523

Results
Lowest unoccupied orbital energy ... -0.3 eV
SMILES ... C=CCOc1ccc([C@@H]2/C(=C(/O)c3ccc4c(c3)C[C@H](C)O4)C(=O)C(=O)N2CCCN2CCOCC2)cc1
Relative energy (zero: lowest compared OMol25 entry of this formula, charge and spin) ... 13.8 kcal per mole
Multiplicity ... 1
Gap between HOMO and LUMO ... 7.63 eV